Molecular formula: C2H3FO4S
Method: DFT, ωB97M-V/def2-TZVPD

XYZ file:
```
11
Properties=species:S:1:pos:R:3:mulliken_charge:R:1
S -2.39447 -1.05622 1.32617 0.7712
H 2.06056 0.63471 0.15065 0.2794
C 1.62003 -0.00653 -0.74560 -0.6101
F 0.09184 1.98909 -0.63427 -0.2132
O -1.60296 0.88926 0.04088 -0.4993
O -1.80634 -0.45604 2.49916 -0.4177
H 1.65907 0.49731 -1.72233 0.2896
C -0.47695 0.79104 -0.31564 0.8081
O 0.25215 -0.24502 -0.35408 -0.2391
H 2.28783 -0.93674 -0.91187 0.2245
O -1.69076 -2.10086 0.66692 -0.3933
```

The value obtained for the HOMO energy is -10.90 eV. The LUMO energy comes out at 0.027 eV. As for the HOMO-LUMO gap: 10.9275 eV.